Record 1
A gas-phase ion, C11H16N (charge +1) in a non-equilibrium geometry. Source: OMol25; level of theory: ωB97M-V with the def2-TZVPD basis set.

As for the spin multiplicity: 1. As for the HOMO-LUMO gap (spin up / spin down): 6.7 / 8.2 eV. For the total energy, the calculation gives -483.01195 hartree. The calculation puts the LUMO energy (spin up / spin down) at -4.697 / -3.879 eV. The total charge is +1. The value obtained for the energy above the lowest of the compared OMol25 structures with the same formula, charge and spin is 137.9 kcal per mole. The HOMO energy (spin up / spin down) is -11.35 / -12.07 eV.

Last column: natural (NBO) charge in e.
Geometry (Å):
C  0.472  -1.739  0.702  -0.175
C  -0.257  -2.379  0.007  0.193
C  -0.016  3.006  1.173  -0.404
C  1.344  2.387  1.467  -0.487
C  -1.153  1.169  -0.078  -0.361
C  1.403  -0.923  1.344  -0.051
C  -0.565  2.474  -0.184  -0.198
C  0.381  1.314  -0.486  -0.351
C  1.434  1.333  0.438  0.244
C  -0.677  -4.003  -1.888  -0.573
C  -1.122  -3.331  -0.557  -0.512
N  2.238  0.053  0.567  -0.556
H  -0.800  2.662  1.957  0.236
H  0.064  4.154  1.099  0.249
H  2.160  3.077  1.143  0.247
H  1.540  1.925  2.426  0.238
H  -1.188  0.454  0.731  0.242
H  -1.662  0.801  -0.975  0.233
H  1.723  -0.998  2.332  0.225
H  -0.845  3.185  -0.997  0.258
H  0.469  1.208  -1.559  0.244
H  -1.423  -4.753  -2.101  0.229
H  0.219  -4.560  -1.699  0.218
H  -0.591  -3.370  -2.647  0.208
H  -1.149  -4.120  0.274  0.263
H  -2.129  -2.837  -0.528  0.256
H  3.072  0.391  1.035  0.440
H  2.528  -0.331  -0.354  0.444



Record 2
A molecular structure, C11H16N2O5Yb in a non-equilibrium geometry. Source: OMol25; level of theory: ωB97M-V with the def2-TZVPD basis set.

As for the spin multiplicity: 2. As for the HOMO-LUMO gap (spin up / spin down): 5.8 / 5.3 eV. For the total energy, the calculation gives -2072.02869 hartree. The calculation puts the LUMO energy (spin up / spin down) at -13.163 / -13.662 eV. As for the expectation value of S²: 0.751. The total charge is +3. The HOMO energy (spin up / spin down) is -18.94 / -18.95 eV.

Last column: Mulliken spin population.
Geometry (Å):
Yb  0.098  -0.014  0.603  1.005
O  -0.005  3.640  0.218  0.000
C  0.035  2.487  0.222  0.000
C  0.042  -2.526  0.186  0.000
O  0.003  -3.673  0.173  0.000
C  2.492  0.001  -0.089  -0.001
O  3.630  0.013  -0.330  0.000
C  -2.340  -0.006  -0.050  -0.001
O  -3.475  0.013  -0.210  0.000
C  -0.018  0.668  -3.391  0.000
H  -0.935  1.218  -3.203  0.000
H  0.905  1.219  -3.234  0.000
C  -0.015  -0.661  -3.397  0.000
H  0.910  -1.209  -3.245  0.000
H  -0.929  -1.216  -3.212  0.000
C  2.311  -0.178  3.395  0.001
N  1.242  -0.110  4.399  -0.001
C  1.595  -0.093  5.811  0.000
C  -0.020  -0.083  3.889  0.000
O  -0.044  0.005  2.616  -0.002
N  -1.242  -0.068  4.484  0.000
C  -1.568  -0.103  5.920  0.000
C  -2.435  0.066  3.601  0.000
H  3.292  -0.257  3.894  0.000
H  2.327  0.729  2.760  0.000
H  2.201  -1.046  2.713  0.000
H  1.031  0.747  6.284  0.000
H  1.309  -1.064  6.285  0.000
H  2.693  0.072  5.879  0.000
H  -1.606  0.936  6.305  0.000
H  -2.563  -0.572  6.002  0.000
H  -0.792  -0.701  6.429  0.000
H  -2.188  0.017  2.544  0.000
H  -3.159  -0.732  3.822  0.000
H  -2.940  1.025  3.787  0.000



Record 3
C11H16N2O6S in the gas phase in a non-equilibrium geometry. Source: OMol25; level of theory: ωB97M-V with the def2-TZVPD basis set.

As for the spin multiplicity: 1. As for the HOMO-LUMO gap: 9.3 eV. For the total energy, the calculation gives -1387.80277 hartree. The calculation puts the LUMO energy at 0.191 eV. The SMILES is CC1(C)CC(SC[C@H](NC(=O)CC(=O)O)C(=O)O)=NO1. The total charge is 0. The value obtained for the energy above the lowest of the compared OMol25 structures with the same formula, charge and spin is 64.1 kcal per mole. The HOMO energy is -9.06 eV.

Last column: natural (NBO) charge in e.
Geometry (Å):
O  3.813  0.838  1.184  -0.552
O  1.131  -0.732  3.720  -0.685
O  -1.973  -4.199  3.207  -0.593
N  0.649  -0.793  -0.550  -0.142
O  2.042  1.355  2.619  -0.739
O  0.388  -4.544  3.171  -0.654
O  1.214  -0.382  -1.786  -0.378
S  -1.431  -0.244  0.966  0.293
C  2.902  0.425  1.863  0.804
C  1.488  -1.329  2.712  0.693
C  -0.786  -3.829  2.895  0.767
C  -0.461  -0.103  -0.468  0.047
N  0.585  -2.100  2.149  -0.600
C  2.812  -1.075  2.155  -0.614
C  1.523  1.872  -2.097  -0.619
C  0.473  0.573  -3.822  -0.605
C  -1.589  -2.012  1.195  -0.515
C  -0.763  0.889  -1.581  -0.487
C  -0.795  -2.367  2.447  -0.160
C  0.563  0.762  -2.280  0.217
H  1.635  0.784  3.421  0.515
H  0.017  -5.342  3.568  0.505
H  0.975  -2.468  1.183  0.420
H  3.033  -1.713  1.271  0.255
H  3.592  -1.179  2.961  0.282
H  1.224  2.572  -2.823  0.202
H  1.378  2.361  -1.073  0.209
H  2.597  1.676  -2.184  0.245
H  -0.043  -0.279  -3.937  0.205
H  0.137  1.456  -4.430  0.214
H  1.446  0.363  -4.230  0.221
H  -1.243  -2.568  0.264  0.237
H  -2.553  -2.284  1.291  0.237
H  -0.947  1.866  -1.205  0.245
H  -1.672  0.631  -2.129  0.240
H  -1.272  -1.669  3.236  0.288



Record 4
A gas-phase ion, C11H16N3 (charge +1) in a non-equilibrium geometry. Source: OMol25; level of theory: ωB97M-V with the def2-TZVPD basis set.

As for the spin multiplicity: 1. As for the HOMO-LUMO gap: 7.4 eV. For the total energy, the calculation gives -592.74725 hartree. The calculation puts the LUMO energy at -3.422 eV. The SMILES is C/C(N)=C/C=C\c1c[nH]c(C)cc1=[NH2+]. The total charge is +1. The value obtained for the energy above the lowest of the compared OMol25 structures with the same formula, charge and spin is 24.2 kcal per mole. The HOMO energy is -10.80 eV.

Last column: natural (NBO) charge in e.
Geometry (Å):
C  -0.053  -0.623  2.041  -0.306
C  -1.335  -0.102  0.005  -0.154
C  -0.508  0.353  1.129  0.285
C  -1.713  -1.471  -0.016  0.068
C  -0.412  -1.951  1.928  0.258
C  -1.964  0.816  -0.875  -0.311
C  -1.315  1.921  -1.389  -0.168
C  0.038  2.144  -1.648  -0.447
C  1.108  1.232  -1.698  0.301
C  0.326  -2.945  2.787  -0.653
C  2.339  1.707  -2.299  -0.678
N  -1.178  -2.325  0.892  -0.470
N  -0.289  1.617  1.214  -0.727
N  1.149  -0.094  -1.291  -0.785
H  0.483  -0.278  2.922  0.236
H  -2.990  0.626  -1.102  0.238
H  -1.909  2.567  -1.953  0.228
H  -2.362  -1.922  -0.747  0.238
H  0.166  3.107  -2.228  0.242
H  -0.245  -3.985  2.727  0.233
H  1.365  -3.015  2.460  0.252
H  0.367  -2.653  3.866  0.259
H  3.025  0.847  -2.477  0.221
H  2.917  2.540  -1.805  0.263
H  2.163  2.280  -3.294  0.261
H  -1.430  -3.223  0.687  0.423
H  0.272  1.872  2.052  0.412
H  -0.354  2.164  0.340  0.455
H  2.013  -0.596  -1.399  0.406
H  0.328  -0.610  -0.832  0.420



Record 5
2 unconnected molecules or ions with the total composition C11H16NOS in a non-equilibrium geometry. Source: OMol25; level of theory: ωB97M-V with the def2-TZVPD basis set.

As for the spin multiplicity: 1. As for the HOMO-LUMO gap: 9.8 eV. For the total energy, the calculation gives -956.51580 hartree. The calculation puts the LUMO energy at -3.266 eV. The total charge is +1. The value obtained for the energy above the lowest of the compared OMol25 structures with the same formula, charge and spin is 91.3 kcal per mole. The HOMO energy is -13.09 eV.

Last column: natural (NBO) charge in e.
Geometry (Å):
C  3.421  -1.296  0.841  -0.184
C  3.070  0.012  0.935  -0.170
C  2.551  -2.294  0.513  -0.176
C  1.701  0.362  0.825  -0.207
C  1.217  -1.936  0.285  -0.212
C  0.865  -0.644  0.427  -0.240
C  -0.417  0.500  -3.287  0.016
C  0.134  -0.534  -3.090  -0.292
C  -1.004  1.678  -3.925  -0.691
C  -1.663  -0.250  2.580  -0.421
C  -1.976  1.921  1.512  -0.415
N  -1.514  0.537  1.385  -0.614
O  -1.611  -1.309  -0.218  -0.919
S  -0.781  0.031  -0.033  1.456
H  4.484  -1.436  0.797  0.239
H  3.746  0.828  1.267  0.245
H  2.760  -3.311  0.489  0.238
H  1.269  1.329  0.888  0.227
H  0.407  -2.765  -0.010  0.261
H  -2.516  -1.513  -0.542  0.567
H  0.680  -1.418  -2.806  0.246
H  -1.851  1.373  -4.497  0.251
H  -0.185  2.233  -4.478  0.257
H  -1.270  2.374  -3.200  0.228
H  -2.741  -0.533  2.598  0.216
H  -0.863  -1.141  2.533  0.233
H  -1.554  0.361  3.409  0.217
H  -2.064  2.422  0.576  0.225
H  -2.918  1.925  1.986  0.214
H  -1.375  2.494  2.241  0.206



Record 6
C11H16Si in the gas phase in a non-equilibrium geometry. Source: OMol25; level of theory: ωB97M-V with the def2-TZVPD basis set.

As for the spin multiplicity: 1. As for the HOMO-LUMO gap: 9.1 eV. For the total energy, the calculation gives -718.24834 hartree. The calculation puts the LUMO energy at 0.668 eV. The SMILES is C[Si](C)(C)/C=C/c1ccccc1. The total charge is 0. The value obtained for the energy above the lowest of the compared OMol25 structures with the same formula, charge and spin is 0.0 kcal per mole. The HOMO energy is -8.48 eV.

Last column: natural (NBO) charge in e.
Geometry (Å):
C  -0.364  0.599  0.018  -0.157
C  0.358  -0.480  -0.200  -0.630
C  -4.426  0.661  1.150  -0.214
C  -3.658  1.815  1.187  -0.206
C  -3.870  -0.522  0.684  -0.202
C  -2.342  1.804  0.770  -0.183
C  -2.555  -0.561  0.275  -0.186
C  -1.779  0.602  0.321  -0.082
C  2.973  -1.408  0.817  -1.098
C  2.942  1.228  -0.624  -1.114
C  2.366  -1.457  -2.170  -1.101
Si  2.156  -0.478  -0.582  1.602
H  0.125  1.532  0.070  0.191
H  -0.046  -1.484  -0.112  0.210
H  -5.413  0.622  1.597  0.213
H  -4.049  2.695  1.635  0.210
H  -4.447  -1.433  0.629  0.211
H  -1.764  2.688  0.774  0.207
H  -2.164  -1.467  -0.120  0.208
H  2.826  -0.778  1.691  0.233
H  2.503  -2.370  1.016  0.232
H  4.018  -1.562  0.636  0.231
H  2.266  1.979  -0.219  0.235
H  3.916  1.284  -0.113  0.245
H  3.185  1.506  -1.667  0.240
H  1.723  -1.090  -2.977  0.238
H  2.130  -2.500  -1.978  0.235
H  3.391  -1.424  -2.508  0.233



Record 7
A molecular structure, C11H17BCuN6 in a non-equilibrium geometry. Source: OMol25; level of theory: ωB97M-V with the def2-TZVPD basis set.

As for the spin multiplicity: 2. As for the HOMO-LUMO gap (spin up / spin down): 8.2 / 9.3 eV. For the total energy, the calculation gives -2423.22220 hartree. The calculation puts the LUMO energy (spin up / spin down) at 0.755 / 0.533 eV. As for the expectation value of S²: 0.753. The total charge is 0. The HOMO energy (spin up / spin down) is -7.43 / -8.79 eV.

Last column: Mulliken spin population.
Geometry (Å):
H  -2.635  -0.127  -2.481  -0.001
N  -0.781  0.160  -1.493  0.044
B  1.620  0.772  -0.897  -0.012
N  0.419  0.734  -1.890  0.008
C  0.332  1.110  -3.183  -0.002
Cu  -1.023  -0.479  0.501  0.567
H  1.175  1.567  -3.673  0.000
C  -0.940  0.778  -3.640  0.002
H  -1.327  0.923  -4.627  0.001
C  -1.608  0.209  -2.544  -0.014
H  2.623  1.206  -1.392  0.000
C  -1.534  -1.963  2.143  0.071
H  -2.599  -2.228  2.209  0.003
H  -1.355  -1.037  2.692  0.007
H  -0.913  -2.728  2.638  -0.007
N  1.761  -0.705  -0.415  0.013
N  1.142  1.592  0.340  0.005
N  0.684  -1.354  0.178  0.018
N  0.039  1.178  1.067  0.012
C  2.801  -1.561  -0.488  -0.001
C  1.657  2.697  0.910  -0.001
H  3.736  -1.227  -0.905  0.001
H  2.541  3.156  0.495  0.000
C  2.411  -2.781  0.057  0.003
C  0.890  3.006  2.026  0.001
C  1.082  -2.611  0.469  0.005
C  -0.125  2.038  2.081  -0.005
H  2.991  -3.679  0.171  0.000
H  1.045  3.812  2.713  0.000
H  0.407  -3.297  0.966  0.001
H  -0.944  1.944  2.776  -0.001
H  -1.215  -1.993  1.028  -0.012
C  -2.867  0.154  0.543  0.329
H  -3.447  -0.637  0.044  -0.002
H  -2.909  1.095  -0.023  -0.014
H  -3.134  0.278  1.601  -0.021



- Which value of spin multiplicity does entry 3 give?
  1



- Which of these has the lowest total energy?
  C11H17BCuN6